# 1
{"formula": "C3H6O2S", "method": "ωB97M-V/def2-TZVPD", "elements": ["C", "C", "C", "H", "H", "H", "H", "H", "H", "O", "O", "S"], "positions_angstrom": [[0.850, 1.063, 0.275], [-0.984, -0.422, 1.053], [0.283, -0.605, -1.356], [1.511, 1.153, 1.043], [0.571, 1.910, -0.456], [-1.987, -0.138, 1.633], [-0.310, -1.243, 1.645], [0.796, -1.333, -2.089], [-0.317, 0.367, -1.740], [-0.505, 0.863, 0.804], [1.288, -0.216, -0.419], [-1.196, -1.399, -0.394]], "homo_lumo_gap_ev": 9.308, "lumo_ev": 0.841}



# 2
{"formula": "C3H6O3", "method": "ωB97M-V/def2-TZVPD", "elements": ["C", "O", "C", "O", "C", "O", "H", "H", "H", "H", "H", "H"], "positions_angstrom": [[2.072, -0.308, 0.171], [0.703, -0.470, 0.545], [-0.189, 0.049, -0.303], [0.102, 0.630, -1.326], [-1.616, -0.185, 0.167], [-2.305, 1.025, 0.385], [2.278, -0.849, -0.757], [2.298, 0.751, 0.030], [2.645, -0.726, 0.999], [-2.116, -0.779, -0.611], [-1.598, -0.744, 1.108], [-2.365, 1.499, -0.456]], "homo_lumo_gap_ev": 11.242, "lumo_ev": 0.842}



# 3
{"formula": "C3H6O3", "method": "ωB97M-V/def2-TZVPD", "elements": ["O", "C", "C", "O", "C", "O", "H", "H", "H", "H", "H", "H"], "positions_angstrom": [[1.640, 0.442, 0.030], [0.719, -0.191, 0.869], [-0.799, 0.098, 0.331], [-1.008, 1.464, 0.165], [-0.631, -0.655, -0.931], [-0.051, -0.131, -1.871], [1.347, 0.273, -0.894], [0.743, 0.279, 1.850], [0.953, -1.272, 0.976], [-1.590, -0.286, 0.990], [-0.518, 1.724, -0.629], [-0.805, -1.744, -0.887]], "homo_lumo_gap_ev": 10.524, "lumo_ev": 0.503}



# 4
{"formula": "C3H6O3", "method": "ωB97M-V/def2-TZVPD", "elements": ["C", "O", "C", "O", "C", "O", "H", "H", "H", "H", "H", "H"], "positions_angstrom": [[2.136, -0.260, 0.202], [0.778, -0.344, 0.625], [-0.124, 0.059, -0.267], [0.099, 0.349, -1.414], [-1.430, 0.112, 0.531], [-1.831, 1.141, 1.014], [2.313, -0.929, -0.642], [2.363, 0.770, -0.084], [2.711, -0.558, 1.076], [-2.426, -0.001, -1.238], [-1.878, -0.882, 0.733], [-2.585, 0.615, -0.857]], "homo_lumo_gap_ev": 10.761, "lumo_ev": 0.708}



# 5
{"formula": "C3H6O3", "method": "ωB97M-V/def2-TZVPD", "elements": ["C", "C", "C", "O", "O", "O", "H", "H", "H", "H", "H", "H"], "positions_angstrom": [[0.323, -0.259, -0.474], [-0.807, -0.039, 0.439], [0.348, -0.155, 1.310], [0.362, -1.407, -1.226], [1.062, 0.771, -0.994], [-1.502, 1.297, 0.076], [-0.488, -1.552, -1.672], [1.813, 0.426, -1.505], [-0.827, 1.982, -0.065], [-1.552, -0.827, 0.481], [0.937, 0.709, 1.584], [0.330, -0.946, 2.047]], "homo_lumo_gap_ev": 9.198, "lumo_ev": 0.606}



# 6
{"formula": "C3H6O3", "method": "ωB97M-V/def2-TZVPD", "elements": ["C", "C", "O", "H", "H", "H", "H", "O", "C", "O", "H", "H"], "positions_angstrom": [[-2.146, -0.771, 0.923], [-1.195, -1.667, 0.657], [0.000, -1.433, 0.037], [-3.204, -0.991, 0.940], [-1.931, 0.282, 1.067], [-1.256, -2.730, 0.867], [-0.055, -0.648, -0.516], [0.212, 1.943, -0.145], [1.281, 1.454, -0.206], [1.558, 0.506, -1.161], [2.128, 1.778, 0.402], [2.260, -0.053, -0.792]], "homo_lumo_gap_ev": 9.362, "lumo_ev": 0.611}



# 7
{"formula": "C3H6O3", "method": "ωB97M-V/def2-TZVPD", "elements": ["O", "C", "C", "H", "H", "H", "H", "O", "C", "O", "H", "H"], "positions_angstrom": [[0.448, 1.282, -0.859], [-0.484, 1.531, -0.077], [-0.386, 1.215, 1.363], [-1.400, 1.917, -0.413], [0.570, 0.734, 1.764], [-1.306, 0.588, 1.543], [-0.543, 2.102, 2.006], [1.200, -2.749, -2.158], [0.855, -2.352, -1.099], [0.034, -1.199, -0.834], [1.045, -2.933, -0.196], [-0.033, -0.137, -1.040]], "homo_lumo_gap_ev": 10.426, "lumo_ev": 0.031}



# 8
{"formula": "C3H6O4", "method": "ωB97M-V/def2-TZVPD", "elements": ["C", "C", "C", "O", "O", "O", "O", "H", "H", "H", "H", "H", "H"], "positions_angstrom": [[0.023, -1.993, 0.252], [-1.979, 0.426, 0.158], [1.773, 1.252, 0.422], [0.660, -1.999, -0.987], [-1.367, 1.112, -0.768], [2.210, 0.362, -0.260], [-3.067, 0.458, 0.608], [0.030, -1.141, 0.877], [2.580, 1.834, 1.046], [0.788, 1.638, 0.321], [1.363, -1.350, -0.918], [-2.017, 1.745, -1.157], [-0.997, -2.345, 0.408]], "homo_lumo_gap_ev": [9.315, 6.703], "lumo_ev": [0.257, -0.872]}



# 9
{"formula": "C3H6O4S", "method": "ωB97M-V/def2-TZVPD", "elements": ["C", "C", "C", "O", "O", "O", "O", "S", "H", "H", "H", "H", "H", "H"], "positions_angstrom": [[-0.757, 0.202, -0.478], [0.251, 1.453, -0.278], [-0.069, -1.137, -0.193], [-2.958, -1.002, -0.171], [-3.035, 1.441, 0.236], [-0.662, -2.230, -0.677], [-0.091, -1.120, 1.236], [-2.287, 0.209, 0.159], [1.245, 0.995, -0.449], [0.084, 2.111, -1.186], [0.134, 2.050, 0.714], [0.919, -1.011, -0.715], [-1.613, -2.116, -0.388], [-0.025, -2.037, 1.429]], "homo_lumo_gap_ev": 8.317, "lumo_ev": -1.302}



# 10
{"formula": "C3H6O4S", "method": "ωB97M-V/def2-TZVPD", "elements": ["C", "C", "C", "O", "O", "O", "O", "S", "H", "H", "H", "H", "H", "H"], "positions_angstrom": [[0.183, 1.068, 0.421], [-1.561, 0.375, -0.263], [1.078, -0.161, 0.730], [2.185, 2.603, -0.407], [0.159, 3.033, -1.556], [2.395, 0.124, 1.091], [1.079, -0.860, -0.513], [0.860, 2.055, -0.736], [-1.921, -0.143, 0.578], [-2.124, 1.232, -0.547], [-1.189, -0.326, -0.963], [0.608, -0.680, 1.514], [2.740, 1.020, 0.715], [1.837, -1.405, -0.425]], "homo_lumo_gap_ev": [8.625, 8.626], "lumo_ev": [-1.422, -1.422]}